[1]
The following is a DFT calculation (ωB97M-V/def2-TZVPD) of a cluster of 17 separate species, C102H68O34 in total in a non-equilibrium geometry.

CARTESIAN COORDINATES (ANGSTROEM)
C -12.9160 -34.8403 0.1545
C -12.3978 -35.2425 -1.0116
C -12.2983 -36.6784 -1.4066
O -11.6617 -36.9135 -2.4121
C -12.9003 -37.6539 -0.4963
C -13.3712 -37.3221 0.7342
C -13.3188 -35.8837 1.1943
O -13.5411 -35.5009 2.3242
H -13.0427 -33.8464 0.4313
H -12.0179 -34.4799 -1.6676
H -13.0451 -38.6430 -0.8837
H -13.7151 -38.0818 1.4563
C -10.4805 -33.4957 4.0326
C -10.6666 -34.2670 2.9485
C -10.2697 -35.7096 2.9208
O -10.6774 -36.4985 2.0953
C -9.3820 -36.1393 4.0369
C -9.3122 -35.4211 5.1702
C -9.8275 -34.0318 5.2811
O -9.7396 -33.3539 6.2802
H -10.7466 -32.4492 4.0465
H -11.2436 -33.8084 2.1292
H -8.9219 -37.1068 4.0409
H -8.7416 -35.8270 6.0422
C -7.5232 -35.6260 0.5954
C -7.1870 -36.7539 1.2481
C -7.7116 -38.1183 0.7601
O -7.4100 -39.1117 1.3257
C -8.3973 -38.1863 -0.5381
C -8.6965 -37.0767 -1.2030
C -8.4688 -35.7848 -0.5501
O -9.0387 -34.7844 -0.9366
H -7.3369 -34.5686 0.9228
H -6.5613 -36.9512 2.0842
H -8.6554 -39.1641 -0.8944
H -9.1409 -37.0574 -2.1464
C -4.4093 -32.8834 -4.9229
C -5.2072 -32.9323 -3.8981
C -5.7933 -34.2446 -3.5386
O -6.4417 -34.2886 -2.4939
C -5.5175 -35.4493 -4.4148
C -4.7157 -35.3430 -5.4659
C -4.2038 -34.0140 -5.8865
O -3.6480 -33.8408 -6.9471
H -4.0264 -31.9278 -5.2666
H -5.4697 -32.0671 -3.2979
H -6.0664 -36.3993 -4.2754
H -4.4548 -36.2739 -5.9762
C -5.6583 -25.5508 4.4683
C -5.2814 -24.6122 3.5994
C -5.3117 -24.8769 2.1555
O -4.7705 -24.1588 1.3350
C -5.9234 -26.1919 1.7744
C -6.4942 -27.0525 2.5846
C -6.4128 -26.7424 4.0392
O -6.9229 -27.4767 4.9008
H -5.4990 -25.5013 5.5708
H -4.6109 -23.7652 3.7580
H -5.8997 -26.3032 0.7018
H -7.1540 -27.8257 2.1415
C -2.8827 -29.7459 -0.7011
C -2.4462 -29.0327 0.3356
C -1.0613 -28.6589 0.4222
O -0.6747 -27.7441 1.1277
C -0.1397 -29.4011 -0.4339
C -0.5240 -30.0540 -1.5237
C -1.9881 -30.3586 -1.7500
O -2.4625 -31.0569 -2.6556
H -3.9158 -29.9841 -0.7423
H -3.1241 -28.4532 0.9590
H 0.9192 -29.3594 -0.0952
H 0.1817 -30.4941 -2.1316
C -11.2338 -31.2186 7.5102
C -10.4421 -30.1645 7.8508
C -10.5060 -28.8423 7.0863
O -9.8775 -27.8584 7.4845
C -11.1577 -28.9348 5.7643
C -11.8564 -29.9746 5.3786
C -12.0814 -31.1157 6.2943
O -12.9382 -31.9208 6.1266
H -11.2697 -32.2123 7.9951
H -9.8349 -30.1816 8.7244
H -11.0750 -28.0835 5.0977
H -12.3314 -29.9910 4.4201
C -15.6013 -32.8692 3.0403
C -14.6203 -31.9671 3.1129
C -14.2223 -31.2838 1.9044
O -13.1966 -30.6003 1.9036
C -14.8569 -31.4952 0.5822
C -15.7793 -32.4545 0.4650
C -16.2438 -33.2125 1.7050
O -17.1488 -34.0448 1.6533
H -16.0086 -33.5415 3.8623
H -14.1508 -31.7450 4.0542
H -14.3609 -30.8752 -0.1593
H -16.2011 -32.7594 -0.4323
C -14.4219 -26.1070 2.3547
C -13.8913 -24.9117 2.4559
C -12.9479 -24.6980 3.5698
O -12.2266 -23.7549 3.5300
C -12.9330 -25.6107 4.7398
C -13.4139 -26.8277 4.5706
C -14.2425 -27.1249 3.4046
O -14.8874 -28.1536 3.3809
H -15.1342 -26.5512 1.6083
H -14.1976 -24.1420 1.8250
H -12.4291 -25.2325 5.6205
H -13.3907 -27.5742 5.3683
C -9.4480 -32.4030 -3.8663
C -9.4491 -33.7453 -3.6400
C -8.7745 -34.7220 -4.5455
O -8.6914 -35.8700 -4.2170
C -8.3219 -34.1810 -5.8529
C -8.2572 -32.8562 -6.0965
C -8.7205 -31.8754 -5.0588
O -8.5768 -30.6809 -5.2418
H -9.8169 -31.7553 -3.1363
H -9.8055 -34.0570 -2.6754
H -7.8619 -34.8904 -6.5687
H -7.9167 -32.4943 -7.0565
C -5.9296 -31.1569 3.2956
C -5.0753 -30.6019 4.1875
C -5.5255 -30.4468 5.6360
O -4.6557 -30.2000 6.4613
C -6.9710 -30.5841 5.9020
C -7.8243 -31.0412 5.0065
C -7.3029 -31.5387 3.6891
O -7.9907 -32.2682 2.9636
H -5.5871 -31.4052 2.3087
H -4.0254 -30.4167 4.1031
H -7.1430 -30.3527 6.9477
H -8.8719 -31.0636 5.3109
C -6.3724 -24.0322 -3.4815
C -6.9805 -23.5704 -2.3785
C -8.0049 -24.4382 -1.6074
O -8.7963 -23.9101 -0.8288
C -8.1008 -25.8473 -1.9813
C -7.5015 -26.2323 -3.0882
C -6.6459 -25.4283 -3.9518
O -6.2785 -25.8587 -5.0105
H -5.5565 -23.5571 -4.1026
H -6.7297 -22.6261 -1.8793
H -8.8244 -26.4312 -1.4710
H -7.5978 -27.2309 -3.4338
C -12.0176 -24.8000 -0.6105
C -13.1860 -24.3864 -1.1009
C -14.3807 -25.2179 -1.3322
O -15.3300 -24.7165 -1.8186
C -14.3641 -26.5768 -0.7852
C -13.2055 -27.0680 -0.4025
C -11.9956 -26.2491 -0.1385
O -10.9405 -26.6960 0.2763
H -11.1633 -24.2367 -0.3614
H -13.3668 -23.3432 -1.2727
H -15.3294 -27.1310 -0.9232
H -13.1778 -28.0225 0.0253
C -0.3958 -26.2448 -2.4840
C -1.4386 -26.0539 -1.6376
C -2.8899 -26.3009 -2.1350
O -3.7656 -26.4980 -1.2953
C -3.0792 -26.3188 -3.5848
C -2.0579 -26.5715 -4.3652
C -0.6355 -26.3283 -3.9653
O 0.1784 -26.1148 -4.8072
H 0.6265 -26.1981 -2.1756
H -1.3125 -25.9234 -0.5342
H -4.0883 -26.3389 -3.9644
H -2.0997 -26.8437 -5.4366
C -8.6702 -23.9949 5.3830
C -8.9990 -25.2239 5.0783
C -9.3550 -25.6112 3.6984
O -9.9084 -26.6897 3.6275
C -9.1024 -24.5844 2.6922
C -8.6082 -23.3843 2.9866
C -8.3775 -22.9632 4.3945
O -8.0824 -21.8110 4.6517
H -8.5062 -23.7088 6.4160
H -9.2960 -26.0440 5.7764
H -9.3134 -24.7561 1.6448
H -8.4845 -22.6763 2.2355
C -12.1945 -29.8013 -5.7085
C -12.3929 -29.2196 -4.5176
C -11.5109 -28.1495 -4.0124
O -11.7095 -27.7175 -2.8910
C -10.4124 -27.7013 -4.9130
C -10.2638 -28.2627 -6.1298
C -11.2000 -29.3681 -6.6473
O -11.1978 -29.7175 -7.8007
H -12.8863 -30.5824 -6.0607
H -13.2629 -29.4488 -3.8994
H -9.7664 -26.9557 -4.5112
H -9.3758 -28.0108 -6.6700
C -7.7486 -29.2953 -0.1749
C -8.7781 -29.4090 0.6418
C -9.4468 -30.7025 0.7892
O -10.4718 -30.8961 1.4585
C -8.9543 -31.7966 -0.0513
C -7.9262 -31.7049 -0.9156
C -7.1551 -30.4513 -0.8765
O -6.0525 -30.3398 -1.4516
H -7.1169 -28.4105 -0.3385
H -9.1374 -28.5645 1.2858
H -9.5655 -32.6734 0.1170
H -7.7168 -32.5526 -1.6303

The energy above the lowest of the compared OMol25 structures with the same formula, charge and spin comes out at 87.5 kJ/mol. The multiplicity is 1.

Mulliken population analysis, charges in e, atoms 1 to 99: -0.169, -0.254, 0.290, -0.582, -0.617, -0.616, 0.201, -0.582, 0.852, 0.538, 0.489, 0.448, 0.291, 0.924, -0.403, -0.399, -0.638, -0.740, 0.127, -0.496, 0.295, 0.105, 0.636, 0.381, -0.256, -0.723, 0.327, -0.571, -0.612, -1.128, 0.681, -0.176, 0.342, 0.503, 0.524, 0.804, -0.406, -0.202, 0.270, -0.335, -0.422, -0.425, 0.188, -0.574, 0.447, 0.602, 0.341, 0.398, -0.633, -0.669, -0.067, -0.612, -0.206, 0.843, 0.333, -0.532, 0.440, 0.461, 0.609, -0.052, -0.216, -0.078, 0.553, -0.624, -0.564, -0.606, -0.011, -0.463, 0.647, 0.443, 0.353, 0.636, -0.449, -0.692, -0.311, -0.601, 0.326, -0.099, 0.314, -0.533, 0.394, 0.536, 0.644, 0.498, -0.491, -0.013, 0.364, -0.211, -0.818, -0.489, 0.348, -0.614, 0.361, 0.381, 0.529, 0.576, -0.254, -0.765, 0.672

=====

[2]
The following is a DFT calculation (ωB97M-V/def2-TZVPD) of a cluster of 11 separate species, C106H64O22 in total in a non-equilibrium geometry.

CARTESIAN COORDINATES (ANGSTROEM)
O 7.4942 1.6915 1.6674
C 6.4853 0.9722 1.6224
C 6.2856 -0.1193 0.5420
C 7.2302 -0.2406 -0.4691
C 7.0523 -1.1480 -1.4021
C 6.0320 -1.9939 -1.4848
C 5.0146 -1.8742 -0.4923
C 5.1652 -0.9766 0.5408
C 4.2980 -1.0463 1.7799
O 3.4197 -1.9022 1.8107
C 4.2463 0.2199 2.5326
C 3.2082 0.4541 3.3510
C 2.9438 1.7246 3.9689
C 3.9600 2.7056 3.9738
C 5.0957 2.4065 3.2063
C 5.2657 1.2090 2.5148
H 8.2111 0.2109 -0.4901
H 7.8472 -1.2589 -2.1248
H 5.8680 -2.6780 -2.3043
H 4.1601 -2.5320 -0.4323
H 2.4846 -0.3444 3.4224
H 1.9717 1.9038 4.4040
H 3.9249 3.6943 4.4069
H 5.9357 3.0851 3.2185
O 1.7032 -1.0697 -0.9900
C 1.1147 -1.6073 -0.0766
C 0.5252 -0.8539 1.0227
C 0.5644 0.5495 0.9535
C -0.1301 1.3457 1.8851
C -0.8136 0.7412 3.0047
C -0.8380 -0.6270 3.0602
C -0.2461 -1.4190 2.1080
C -0.4839 -2.8568 2.1743
O -0.9925 -3.3878 3.1611
C -0.2635 -3.5460 0.8514
C -1.0728 -4.6464 0.6179
C -0.9335 -5.3062 -0.5957
C -0.0491 -4.8585 -1.5312
C 0.8253 -3.7900 -1.3241
C 0.5762 -2.9905 -0.1562
H 1.1569 1.1203 0.2539
H -0.0960 2.4240 1.8349
H -1.3490 1.2525 3.7910
H -1.1369 -1.0901 3.9890
H -1.9836 -4.8397 1.1652
H -1.5259 -6.1811 -0.8195
H -0.0372 -5.3980 -2.4667
H 1.5262 -3.5175 -2.0992
O -0.3078 3.3106 -3.5589
C 0.6165 4.1411 -3.2121
C 1.8460 3.6358 -2.4381
C 1.9515 2.2566 -2.2178
C 2.9579 1.7793 -1.4230
C 3.9591 2.5597 -0.7970
C 3.7409 3.9197 -0.9109
C 2.7676 4.4471 -1.7666
C 2.6118 5.9758 -1.8138
O 3.3506 6.7510 -1.1561
C 1.6919 6.4365 -2.9703
C 1.8822 7.7620 -3.4044
C 1.0701 8.2527 -4.3385
C -0.0297 7.5255 -4.8535
C -0.1630 6.1859 -4.4964
C 0.7382 5.5762 -3.6092
H 1.2917 1.4896 -2.5955
H 3.0547 0.7048 -1.3733
H 4.6645 2.1074 -0.1157
H 4.4053 4.5904 -0.3863
H 2.6475 8.3014 -2.8660
H 1.0593 9.2895 -4.6408
H -0.5272 7.9659 -5.7050
H -1.0036 5.6961 -4.9654
O -1.9276 -5.5700 -4.7560
C -3.1111 -5.8046 -4.5249
C -4.2076 -4.7974 -4.8311
C -3.8527 -3.5220 -5.3046
C -4.8642 -2.6483 -5.6181
C -6.1826 -2.9969 -5.5643
C -6.4733 -4.3159 -5.1715
C -5.4991 -5.2518 -4.8718
C -5.8964 -6.6268 -4.4101
O -7.0808 -6.9716 -4.4675
C -4.9236 -7.4842 -3.7378
C -5.2300 -8.6664 -3.0387
C -4.1358 -9.3546 -2.3130
C -2.8096 -8.8677 -2.4336
C -2.5003 -7.6983 -3.1208
C -3.5811 -7.0427 -3.7606
H -2.8054 -3.2587 -5.2863
H -4.5851 -1.6353 -5.8677
H -6.9111 -2.2773 -5.9076
H -7.4731 -4.7234 -5.1977
H -6.2451 -9.0247 -2.9521
H -4.3559 -10.2259 -1.7141
H -1.9873 -9.3164 -1.8961
H -1.4435 -7.4967 -3.2147
O -3.1142 8.1420 0.2661
C -1.9059 8.3394 0.5782
C -1.5432 9.7884 0.8276
C -2.5462 10.7838 0.9708
C -2.1600 12.0727 1.2919
C -0.8566 12.4316 1.3924
C 0.1514 11.4919 1.2886
C -0.1786 10.1551 1.0689
C 0.9847 9.1242 1.1035
O 2.1628 9.4717 1.3208
C 0.5589 7.7095 0.9928
C 1.4760 6.7511 1.2242
C 1.0903 5.4422 1.0696
C -0.2505 5.0958 0.8703
C -1.2338 6.0111 0.5962
C -0.8589 7.3856 0.8233
H -3.6020 10.5563 0.9790
H -2.8961 12.8587 1.3740
H -0.4972 13.3988 1.7116
H 1.1150 11.9104 1.5391
H 2.5205 7.0218 1.2703
H 1.7783 4.6592 1.3523
H -0.4856 4.0613 0.6679
H -2.2329 5.6975 0.3321
O -1.0372 -0.3578 -4.5947
C -1.6422 0.4747 -3.8793
C -1.4767 0.3310 -2.4301
C -2.0874 1.1084 -1.5566
C -2.9859 2.1014 -1.8691
O -3.6038 2.8594 -1.0582
C -3.1337 2.4265 -3.3449
C -2.5962 1.6245 -4.2279
H -0.8493 -0.4091 -1.9558
H -1.8175 0.9376 -0.5250
H -3.5545 3.4077 -3.5083
H -2.6731 1.8125 -5.2887
O 6.2080 0.8152 -4.7845
C 5.2892 -0.0713 -4.6827
C 3.9236 0.2167 -4.2932
C 2.9352 -0.7138 -4.2150
C 3.2096 -2.1801 -4.5917
O 2.3191 -3.0532 -4.5436
C 4.5217 -2.4228 -5.1171
C 5.4616 -1.4283 -5.1420
H 3.6894 1.2468 -4.0687
H 2.0533 -0.3886 -3.6832
H 4.6371 -3.4198 -5.5158
H 6.3984 -1.5193 -5.6717
O 2.7443 -9.1082 1.1958
C 2.9346 -8.2804 0.2485
C 3.1118 -8.6795 -1.1691
C 3.2911 -7.7941 -2.1893
C 3.5255 -6.2972 -1.8460
O 3.6602 -5.4213 -2.7292
C 3.5687 -5.9281 -0.3966
C 3.2733 -6.8860 0.5201
H 3.2899 -9.7117 -1.4321
H 3.2674 -8.2005 -3.1897
H 3.9096 -4.9519 -0.0849
H 3.4423 -6.6937 1.5693
O -7.5540 5.2270 6.0957
C -6.5364 4.8186 5.4930
C -5.1147 4.9094 6.0493
C -4.0472 4.3710 5.5181
C -4.0312 3.6685 4.2227
O -3.0637 3.1414 3.6721
C -5.3930 3.8730 3.4607
C -6.4887 4.3514 4.0654
H -5.1245 5.5834 6.8931
H -3.1059 4.3588 6.0473
H -5.4780 3.6845 2.4006
H -7.2597 4.5067 3.3253
O -4.0252 -2.3963 9.2773
C -3.1488 -2.0785 8.5256
C -2.4121 -0.7696 8.5672
C -1.3303 -0.4771 7.8479
C -0.8614 -1.4382 6.8832
O 0.1592 -1.3852 6.2306
C -1.7969 -2.5255 6.5818
C -2.8393 -2.7894 7.3298
H -2.6364 0.0318 9.2556
H -0.8597 0.4901 7.9452
H -1.5074 -3.2711 5.8560
H -3.4365 -3.6505 7.0686
O -1.7579 -8.3712 0.7298
C -1.6162 -7.9607 1.8841
C -0.4182 -7.3688 2.4037
C -0.3640 -6.7731 3.5921
C -1.4643 -6.5833 4.5116
O -1.1782 -5.9950 5.5069
C -2.7562 -7.0533 4.0448
C -2.8042 -7.7848 2.8920
H 0.5033 -7.2936 1.8456
H 0.5580 -6.2639 3.8309
H -3.6258 -6.9772 4.6807
H -3.7025 -8.3101 2.6031

Its SMILES is O=C1c2ccccc2C(=O)c2ccccc21.O=C1c2ccccc2C(=O)c2ccccc21.O=C1c2ccccc2C(=O)c2ccccc21.O=C1c2ccccc2C(=O)c2ccccc21.O=C1c2ccccc2C(=O)c2ccccc21.O=C1C=CC(=O)C=C1.O=C1C=CC(=O)C=C1.O=C1C=CC(=O)C=C1.O=C1C=CC(=O)C=C1.O=C1C=CC(=O)C=C1.O=C1C=CC(=O)C=C1. The multiplicity is 1.

Mulliken population analysis, charges in e, atoms 1 to 99: -0.664, 0.457, 0.476, -1.360, -0.195, -1.211, 0.620, 0.216, 0.281, -0.555, 0.571, -0.833, -0.356, -1.025, -0.405, 0.080, 0.487, 0.391, 0.698, 0.140, 0.762, 0.564, 0.470, 0.539, -0.110, 0.107, 1.099, 0.408, -0.573, -0.980, -0.410, 0.000, 0.512, -0.701, 0.352, -0.826, 0.252, -0.514, -1.001, -0.630, -0.296, -0.007, 0.670, 0.255, 0.522, 0.418, 0.669, 0.536, -0.594, 0.747, 0.294, -0.387, 0.721, -0.801, -0.984, 0.011, 0.961, -0.776, 0.733, -1.081, -0.374, -0.875, -0.458, 0.136, 0.143, -0.014, 0.265, 0.552, 0.520, 0.373, 0.381, 0.465, -0.643, 0.450, 0.561, -1.053, -0.238, -0.839, -0.307, 0.034, 0.539, -0.686, 0.160, -0.574, -0.808, -0.348, -0.559, 0.474, 0.646, 0.442, 0.409, 0.469, 0.504, 0.447, 0.337, 0.594, -0.706, 0.699, 0.550

=====

[3]
The following is a DFT calculation (ωB97M-V/def2-TZVPD) of a structure of composition C10H10AsF3GaN4O2S5.

CARTESIAN COORDINATES (ANGSTROEM)
Ga -1.2063 0.6583 -0.7845
C 2.9964 0.4324 0.6633
C 1.5194 0.4053 0.4296
N 0.9706 0.5353 -0.7158
N 1.6765 0.7436 -1.8382
C 1.0632 0.7937 -3.0475
N 1.8968 1.0097 -4.0976
S -0.5713 0.5939 -3.2755
C 0.5917 0.1376 1.5293
C 1.0070 -0.2790 2.7881
C 0.0559 -0.5664 3.7499
C -1.2872 -0.4063 3.4451
C -1.6254 0.0231 2.1731
N -0.7103 0.2768 1.2502
H 3.5224 1.0233 -0.0849
H 3.3827 -0.5900 0.6361
H 3.2250 0.8663 1.6340
H 2.6787 0.8313 -1.7882
H 2.7822 1.4641 -3.9400
H 1.4319 1.2319 -4.9604
H 2.0588 -0.4093 2.9992
H 0.3593 -0.9152 4.7281
H -2.0600 -0.6125 4.1707
H -2.6556 0.1842 1.8709
S -3.7276 3.7586 1.3924
As -3.0777 3.0927 -0.4912
S -3.4538 0.8653 -0.7507
S -0.8372 2.9763 -0.5809
S -3.8630 4.2314 -2.0709
F -2.3577 -3.7060 -1.3137
C -1.1261 -3.7394 -0.7995
F -0.3606 -4.4883 -1.6222
F -1.1955 -4.3929 0.3801
C -0.4905 -2.3284 -0.6002
O 0.6427 -2.3208 -0.1341
O -1.2553 -1.3804 -0.9441

The energy above the lowest of the compared OMol25 structures with the same formula, charge and spin comes out at 78.6 kJ/mol. The multiplicity is 1. As for the total charge: -1.

Just the natural (NBO) charges please, in e? Sure, here they are: 1.251, -0.678, 0.296, -0.244, -0.419, 0.286, -0.785, -0.006, 0.191, -0.221, -0.148, -0.231, 0.107, -0.493, 0.209, 0.254, 0.242, 0.380, 0.382, 0.419, 0.216, 0.217, 0.230, 0.261, -0.763, 0.990, -0.674, -0.723, -0.737, -0.312, 0.885, -0.332, -0.332, 0.716, -0.679, -0.752

=====

[4]
The following is a DFT calculation (ωB97M-V/def2-TZVPD) of a structure of composition C10H10BeBrCl in a non-equilibrium geometry.

CARTESIAN COORDINATES (ANGSTROEM)
C 2.0658 -2.2539 1.6184
C 1.2723 -1.1240 1.9042
C 1.5954 -0.0717 0.9558
H 0.5486 -1.0762 2.7172
C 2.7097 -0.6109 0.1767
C 2.9569 -1.9186 0.5524
H 3.6842 -2.5587 0.0704
H 2.0617 -3.2170 2.1293
H 1.3599 0.9938 1.1046
H 3.3180 -0.0309 -0.4922
Be 0.0718 -0.1737 -0.5612
Cl -0.8132 -1.8025 -0.3249
C -2.5734 0.4264 -1.5051
C -1.6864 1.4866 -1.8578
C -1.4362 2.2795 -0.6888
H -1.3875 1.7289 -2.8531
C -2.1879 1.7167 0.3897
C -2.8934 0.5668 -0.1191
H -3.6062 -0.0199 0.4417
H -3.0264 -0.2710 -2.1812
H -0.8710 3.1989 -0.6565
H -2.2856 2.1259 1.3907
Br 1.1227 0.6054 -2.2112

The energy above the lowest of the compared OMol25 structures with the same formula, charge and spin comes out at 0.0 kJ/mol. The multiplicity is 1. As for the total charge: -2.

Just the natural (NBO) charges please, in e? Sure, here they are: -0.345, -0.258, -0.664, 0.186, -0.259, -0.355, 0.174, 0.171, 0.231, 0.199, 1.491, -0.803, -0.366, -0.364, -0.411, 0.194, -0.387, -0.364, 0.175, 0.182, 0.183, 0.174, -0.786

=====

Kohn-Sham gap (computed, eV): 8.1 7.5 4.8 5.5
HOMO level (computed, eV): -10.03 -9.58 -3.54 0.22